Entry from the Open Molecules 2025 dataset: an isolated molecule of C5H10O (ωB97M-V/def2-TZVPD).

Last column: Löwdin charge in e.
Cartesian coordinates (Å):
1 C -0.8376 1.6848 -1.7711  -0.126
2 O -0.6744 0.4335 -1.1610  -0.188
3 C -0.5133 0.5181 0.2378  -0.221
4 C -0.2011 -0.8575 0.7775  -0.271
5 C 1.0255 -1.0969 1.6194  -0.123
6 C 0.9732 -1.5993 0.2079  -0.121
7 H -0.0128 2.3711 -1.5161  0.088
8 H -0.8347 1.5174 -2.8512  0.088
9 H -1.7864 2.1681 -1.4879  0.088
10 H 0.2991 1.2274 0.4777  0.126
11 H -1.4317 0.9159 0.7046  0.128
12 H -1.0745 -1.4617 1.0115  0.135
13 H 0.9656 -1.8192 2.4291  0.096
14 H 1.6732 -0.2484 1.8271  0.098
15 H 1.5646 -1.0862 -0.5452  0.105
16 H 0.8654 -2.6671 0.0400  0.100

E = -7393.191 eV
Structure (SMILES) = COCC1CC1
Charge = 0
HOMO energy = -9.79 eV

Entry from the Open Molecules 2025 dataset: C5H10O as an isolated structure (ωB97M-V/def2-TZVPD).

Last column: Löwdin charge in e.
Cartesian coordinates (Å):
1 C 0.1783 -1.1578 -0.8529  0.008
2 C 0.5107 0.1858 -0.3803  -0.362
3 C 0.4836 1.3374 -1.3839  -0.072
4 C -0.6997 0.4509 0.7399  -0.607
5 C -0.7940 -0.9098 1.3914  0.058
6 O -0.5049 1.2560 1.7247  -0.052
7 H -0.6052 -1.5616 0.2567  0.099
8 H 0.9254 -1.9535 -0.8366  0.094
9 H -0.5452 -1.2470 -1.6690  0.101
10 H 1.4439 0.1948 0.1947  0.141
11 H 1.3469 1.3143 -2.0602  0.076
12 H 0.5025 2.2871 -0.8338  0.087
13 H -0.4281 1.3182 -1.9947  0.081
14 H -1.5976 0.6243 0.0906  0.145
15 H -1.7159 -1.1755 1.9202  0.097
16 H 0.1049 -1.1889 1.9479  0.107

E = -7390.036 eV
Charge = 0
HOMO energy (spin up / spin down) = -8.58 / -8.59 eV

Entry from the Open Molecules 2025 dataset: a 2-piece molecular cluster, C5H10O overall in a non-equilibrium geometry (ωB97M-V/def2-TZVPD).

Last column: Löwdin charge in e.
Cartesian coordinates (Å):
1 C -0.0418 -0.1958 2.0685  -0.144
2 C 0.3873 -1.6023 2.0710  -0.267
3 C 1.1615 -2.3319 1.2314  -0.007
4 H -0.7395 -0.0431 1.0935  0.121
5 H 0.8044 0.5320 1.9714  0.071
6 H -0.6559 0.0832 2.9787  0.080
7 H -0.2414 -2.1988 2.7159  0.080
8 H 1.1941 -3.4082 1.3977  0.046
9 H 1.8466 -2.0257 0.4883  0.030
10 O -1.5892 0.7340 -1.9494  -0.006
11 C -0.4517 1.1437 -2.2369  -0.241
12 C 0.4018 1.9486 -1.2254  -0.033
13 H -0.2363 0.9609 -3.2561  0.091
14 H 0.8946 1.2799 -0.5743  0.044
15 H 1.1781 2.4187 -1.8815  0.085
16 H -0.0729 2.7558 -0.7905  0.051

E = -7392.398 eV
Structure (SMILES) = C=CC.CC=O
Charge = 0
HOMO energy = -9.42 eV

Entry from the Open Molecules 2025 dataset: a 2-piece molecular cluster, C5H10O overall in a non-equilibrium geometry (ωB97M-V/def2-TZVPD).

Last column: Löwdin charge in e.
Cartesian coordinates (Å):
1 C -0.7660 0.0883 1.2176  -0.181
2 C -1.3247 1.1915 0.9198  -0.058
3 C -0.3624 -1.0193 0.1376  -0.206
4 C -0.1702 -2.4039 0.7046  -0.227
5 C 0.9879 -2.9601 1.1911  -0.023
6 H -0.5916 -0.0913 2.2487  0.083
7 H -1.6089 1.9367 1.7413  0.078
8 H -1.8579 1.5463 0.0062  0.074
9 H -1.2696 -1.0609 -0.5420  0.111
10 H 0.4476 -0.9009 -0.6157  0.114
11 H -1.1068 -3.0642 0.6315  0.112
12 H 1.0855 -3.8896 1.7490  0.034
13 H 2.0091 -2.3652 1.1487  0.091
14 H 0.8914 4.3996 -3.9538  -0.013
15 H 2.1141 4.5985 -3.1333  -0.012
16 O 1.5224 3.9945 -3.4514  0.026

E = -7391.783 eV
Structure (SMILES) = C=CCC=C.O
Charge = 0
HOMO energy = -9.48 eV

Entry from the Open Molecules 2025 dataset: an isolated molecule of C5H10O (ωB97M-V/def2-TZVPD).

Last column: Löwdin charge in e.
Cartesian coordinates (Å):
1 C 2.6017 0.1991 0.0183  -0.078
2 C 1.2390 0.0606 0.6668  -0.280
3 O 0.2505 0.1795 -0.3412  -0.109
4 C -0.9179 -0.5067 -0.0400  -0.374
5 C -1.8848 0.0599 0.9591  -0.095
6 C -2.1948 0.0879 -0.5184  -0.092
7 H 3.3904 0.2040 0.7773  0.075
8 H 2.6530 1.1301 -0.5545  0.078
9 H 2.7825 -0.6322 -0.6707  0.077
10 H 1.1497 -0.9147 1.1699  0.121
11 H 1.0830 0.8350 1.4341  0.119
12 H -0.8108 -1.5935 -0.0729  0.149
13 H -2.4319 -0.6320 1.5932  0.098
14 H -1.6207 1.0037 1.4272  0.104
15 H -2.9606 -0.5769 -0.9072  0.099
16 H -2.1184 1.0488 -1.0182  0.108

E = -7393.310 eV
Structure (SMILES) = CCOC1CC1
Charge = 0
HOMO energy = -9.54 eV

Entry from the Open Molecules 2025 dataset: C5H10O as an isolated structure (ωB97M-V/def2-TZVPD).

Last column: Löwdin charge in e.
Cartesian coordinates (Å):
1 C -0.5356 -0.6996 -1.6171  -0.054
2 C 0.5354 -0.3537 -0.5949  -0.288
3 C 1.0579 1.0584 -0.3245  -0.162
4 O 1.3614 0.6660 1.0275  -0.100
5 C 0.3491 -0.3708 0.9365  -0.341
6 C -0.9322 0.1566 1.5582  -0.042
7 H -0.7769 -1.7700 -1.6096  0.077
8 H -0.2072 -0.4631 -2.6370  0.076
9 H -1.4655 -0.1491 -1.4374  0.075
10 H 1.4556 -0.9335 -0.7220  0.140
11 H 0.2862 1.8433 -0.3303  0.116
12 H 1.9319 1.4038 -0.8842  0.118
13 H 0.6601 -1.3013 1.4284  0.141
14 H -0.7368 0.3208 2.6237  0.084
15 H -1.7763 -0.5334 1.4547  0.082
16 H -1.2070 1.1258 1.1280  0.078

E = -7393.484 eV
Charge = 0
HOMO energy = -9.59 eV

Values of molar mass, in order: 86.1, 86.1, 86.1, 86.1, 86.1, 86.1, all in g mol⁻¹.
Values of energy above the lowest of the compared OMol25 structures with the same formula, charge and spin, in order: 36.30, 109.06, 54.59, 68.77, 33.56, 29.55, all in kcal/mol.